Record 1
26
Properties=species:S:1:pos:R:3 method="wB97M-V/def2-TZVPD" smiles="CSc1ccccc1NC1=NCCO1" de_lowest_ev=2.425 orbital_gap_ha=0.3407 total_energy_ev=-26424.557
C 0.355 2.177 1.208
S 0.137 1.837 -0.500
C -1.298 0.524 -0.440
C -2.569 0.846 -0.850
C -3.640 0.033 -0.452
C -3.391 -1.218 -0.015
C -2.117 -1.518 0.412
C -1.051 -0.591 0.263
N 0.119 -0.950 0.927
C 1.373 -0.832 0.373
N 2.478 -0.279 0.899
C 3.431 -0.425 -0.215
C 2.588 -0.541 -1.401
O 1.345 -1.243 -0.930
H 0.612 1.038 1.633
H 1.327 2.946 1.068
H -0.464 2.710 1.687
H -2.638 1.890 -1.363
H -4.558 0.233 -0.989
H -4.015 -2.048 0.120
H -1.767 -2.507 0.945
H 0.223 -0.688 1.966
H 3.995 0.557 -0.178
H 4.208 -1.254 -0.172
H 3.050 -1.120 -2.176
H 2.269 0.425 -1.821

Record 2
94
Properties=species:S:1:pos:R:3 method="wB97M-V/def2-TZVPD" spin_multiplicity=8 de_lowest_ev=0.000 orbital_gap_ha="0.1674 / 0.2794" charge=-1 total_energy_ev=-76587.797 s2=15.78
Eu -0.198 0.542 -0.387
C -1.536 4.844 2.475
C -1.381 3.393 2.031
C -2.290 2.461 2.842
C 0.045 2.934 2.141
C 1.141 3.596 2.710
C 2.193 2.715 2.569
N 1.743 1.610 1.960
N 0.426 1.734 1.697
B 2.583 0.341 1.693
N 3.017 0.207 0.217
C 4.271 0.389 -0.216
C 4.314 0.112 -1.564
C 3.000 -0.248 -1.891
N 2.223 -0.188 -0.804
C 2.474 -0.684 -3.226
C 2.102 -2.172 -3.174
C 3.463 -0.395 -4.350
N 1.777 -0.899 2.090
C 2.134 -1.800 3.018
C 1.172 -2.783 3.056
C 0.228 -2.396 2.088
N 0.609 -1.257 1.510
C -1.032 -3.132 1.736
C -0.706 -4.510 1.157
C -1.938 -3.261 2.963
H -2.564 5.175 2.322
H -1.300 4.952 3.537
H -0.875 5.500 1.906
H -1.680 3.304 0.985
H -2.019 2.493 3.900
H -3.335 2.763 2.739
H -2.186 1.438 2.481
H 1.168 4.573 3.160
H 3.226 2.805 2.860
H 3.575 0.406 2.363
H 5.050 0.702 0.459
H 5.172 0.160 -2.212
H 1.556 -0.131 -3.416
H 2.960 -2.771 -2.861
H 1.287 -2.322 -2.466
H 1.770 -2.518 -4.156
H 4.388 -0.961 -4.219
H 3.026 -0.681 -5.308
H 3.708 0.669 -4.393
H 3.039 -1.681 3.590
H 1.151 -3.658 3.683
H -1.558 -2.551 0.984
H -0.173 -5.123 1.889
H -1.625 -5.027 0.872
H -0.082 -4.416 0.267
H -1.440 -3.819 3.760
H -2.204 -2.275 3.347
H -2.856 -3.788 2.694
C -4.352 1.912 -1.132
C -2.932 1.615 -1.551
O -2.020 1.822 -0.642
C -2.659 1.239 -2.832
C -1.259 0.950 -3.170
C -0.501 1.892 -4.066
N -0.651 -0.133 -2.783
N -1.379 -1.245 -2.513
C -1.970 -1.555 -1.312
O -1.826 -0.889 -0.216
C -2.753 -2.756 -1.307
C -3.805 -2.908 -0.366
C -4.528 -4.078 -0.308
C -4.232 -5.145 -1.170
C -3.205 -5.001 -2.111
C -2.483 -3.830 -2.194
H -4.428 2.950 -0.802
H -5.053 1.734 -1.946
H -4.606 1.269 -0.287
H -3.420 1.217 -3.600
H -1.006 2.852 -4.118
H 0.523 2.045 -3.721
H -0.461 1.452 -5.066
H -4.033 -2.086 0.302
H -5.339 -4.173 0.406
H -4.796 -6.068 -1.113
H -2.970 -5.822 -2.780
H -1.695 -3.716 -2.928
O 1.013 2.226 -1.000
N 1.226 3.363 -1.685
C 0.336 4.411 -1.600
C 0.548 5.555 -2.303
C 1.691 5.702 -3.131
C 2.581 4.606 -3.198
C 2.347 3.467 -2.491
H -0.518 4.232 -0.962
H -0.179 6.354 -2.230
H 1.866 6.608 -3.692
H 3.463 4.658 -3.825
H 2.982 2.593 -2.495

Record 3
82
Properties=species:S:1:pos:R:3 method="wB97M-V/def2-TZVPD" spin_multiplicity=6 orbital_gap_ha="0.0513 / 0.1467" charge=-2 total_energy_ev=-92196.365 s2=8.89
C 0.766 0.259 -7.157
I 1.081 0.084 -4.927
H -0.181 -0.227 -7.387
H 1.615 -0.267 -7.598
H 0.765 1.321 -7.392
C -0.697 3.942 -1.328
C -1.666 3.442 -2.135
N -1.104 2.458 -2.904
C 0.200 2.241 -2.498
N 0.461 3.244 -1.593
H -0.752 4.766 -0.628
H -2.704 3.720 -2.224
C 2.289 -3.891 -1.901
C 1.253 -1.920 -2.386
N 2.217 -2.533 -1.629
H 1.095 -5.064 -3.345
N 0.726 -2.943 -3.121
H 2.978 -4.554 -1.412
Fe 0.746 0.039 -2.104
C 1.341 1.721 -3.346
O 2.423 2.301 -3.420
C 1.361 -4.150 -2.850
C -0.356 -2.875 -4.074
H -1.206 -3.485 -3.732
H -0.026 -3.275 -5.043
H -0.683 -1.836 -4.204
C 3.021 -1.870 -0.622
H 3.864 -2.524 -0.372
H 2.424 -1.679 0.287
H 3.387 -0.899 -0.995
C 1.705 3.468 -0.899
H 1.781 4.532 -0.643
H 2.522 3.194 -1.573
H 1.762 2.874 0.026
C -1.899 1.676 -3.817
H -1.258 1.206 -4.575
H -2.628 2.346 -4.296
H -2.459 0.899 -3.274
C 2.958 0.010 2.721
C 1.785 -0.859 3.156
C 2.270 -2.263 3.502
C 1.100 -0.274 4.381
O 0.850 -0.992 2.040
Si -0.135 0.116 1.294
O 0.194 0.309 -0.250
O -1.694 -0.415 1.544
C -2.214 -1.774 1.521
C -1.641 -2.516 0.314
C -1.814 -2.485 2.808
C -3.730 -1.638 1.408
O -0.026 1.515 2.187
C -1.127 2.307 2.730
C -2.133 2.598 1.629
C -1.828 1.565 3.862
C -0.500 3.599 3.244
H 3.696 0.048 3.535
H 2.620 1.034 2.521
H 3.442 -0.409 1.828
H 3.021 -2.190 4.304
H 1.441 -2.885 3.868
H 2.734 -2.757 2.637
H 0.835 0.776 4.222
H 0.212 -0.857 4.660
H 1.807 -0.315 5.222
H -0.563 -2.679 0.438
H -2.124 -3.502 0.232
H -1.826 -1.953 -0.610
H -2.256 -1.992 3.684
H -2.176 -3.522 2.776
H -0.721 -2.505 2.902
H -4.149 -1.136 2.288
H -4.005 -1.058 0.518
H -4.193 -2.630 1.327
H -2.680 1.689 1.368
H -2.859 3.341 1.985
H -1.632 2.990 0.736
H -1.155 1.367 4.706
H -2.659 2.184 4.226
H -2.254 0.626 3.487
H 0.214 3.401 4.054
H 0.031 4.128 2.443
H -1.280 4.263 3.642